Record 1
Below is one molecule with the formula C3H4N2OS2, with properties calculated with the ωB97M-V functional and the def2-TZVPD basis.

```
12
Properties=species:S:1:pos:R:3:mulliken_charge:R:1
N -1.71999 0.80299 -0.20783 -0.61
C -0.73276 -0.16491 -0.62028 -0.23
S -1.20388 -1.84015 -0.07369 -0.22
C 0.36113 -0.46166 0.39358 0.31
O 0.12305 -0.24277 1.70325 -0.51
N 1.58948 -0.55169 -0.04543 -0.18
C 2.69240 -0.13887 0.12638 0.38
S 4.12657 0.55554 -0.08648 -0.27
H -1.43004 1.57543 -0.76523 0.25
H -2.59600 0.53087 -0.59310 0.24
H -0.37903 -0.08747 -1.62711 0.42
H -0.83094 0.02270 1.79595 0.42
```

Summary:
* SMILES string: N[C@@H]1S[C@@]1(O)N=C=S
* HOMO energy: -8.56 eV
* LUMO: -0.30 eV
* relative energy (zero: lowest compared OMol25 entry of this formula, charge and spin): 210.9 kJ/mol
* HOMO-LUMO gap: 8.26 eV

---

Record 2
Below is a 2-piece molecular cluster, CH3IO overall, with properties calculated with the ωB97M-V functional and the def2-TZVPD basis.

```
6
Properties=species:S:1:pos:R:3:mulliken_charge:R:1
C -0.39758 0.02073 -0.56179 -0.05
O -0.84117 0.05491 0.53913 -0.37
H -0.98040 0.36639 -1.45759 0.26
H 0.63608 -0.45539 -0.69096 0.18
I 2.08248 0.23932 2.76482 -0.11
H 0.80739 -0.28082 1.84983 0.09
```

Summary:
* SMILES string: C=O.I
* HOMO energy: -9.78 eV
* LUMO: 0.56 eV
* relative energy (zero: lowest compared OMol25 entry of this formula, charge and spin): 35.1 kJ/mol
* HOMO-LUMO gap: 10.35 eV

---

Record 3
Below is C33H93O15Zr as an isolated structure, with properties calculated with the ωB97M-V functional and the def2-TZVPD basis.

```
142
Properties=species:S:1:pos:R:3:mulliken_spin:R:1
Zr 1.08416 3.28104 -1.91159 -0.11
C -1.74324 5.60614 0.86541 0.00
C -0.23991 5.21495 0.74124 -0.01
C 0.21630 4.48733 1.99197 0.00
O 0.10129 4.61080 -0.46862 0.16
H -2.15139 6.02391 -0.05489 0.00
H -1.87326 6.38151 1.62039 0.00
H -2.42660 4.79858 1.12805 0.00
H 0.28617 6.16894 0.77646 0.03
H -0.08510 5.00179 2.90443 0.00
H 1.29333 4.32875 2.04643 0.00
H -0.26788 3.52030 2.12807 0.01
C 4.27290 1.80929 -4.32407 0.00
C 2.93479 1.11397 -4.14720 0.00
C 3.10893 -0.30492 -3.52556 -0.01
O 2.08573 1.97420 -3.38247 0.02
H 4.78812 2.01929 -3.38676 0.00
H 4.27548 2.71870 -4.92494 0.00
H 4.92765 1.12216 -4.86005 0.00
H 2.56556 1.01073 -5.16755 0.00
H 2.13071 -0.77537 -3.42626 0.00
H 3.57992 -0.29121 -2.54266 0.00
H 3.64562 -1.01167 -4.15847 0.00
C 0.61610 -0.84187 -0.30994 0.05
C -0.30805 0.38996 -0.22761 0.03
C -0.70447 0.56892 1.25407 0.07
O 0.13246 1.58559 -0.86523 0.73
H 1.06765 -0.84784 -1.30199 -0.03
H 0.13172 -1.81231 -0.20165 0.03
H 1.48714 -0.86131 0.34503 -0.01
H -1.21911 0.09963 -0.75085 0.03
H -0.96623 -0.37521 1.73176 0.00
H -1.58783 1.19971 1.35350 0.01
H 0.09066 0.99717 1.86436 0.01
C 5.51181 0.34615 2.03244 0.00
C 4.16451 0.08415 1.38422 0.00
O 3.49753 1.31546 1.56509 0.00
H 6.13589 1.02176 1.44748 0.00
H 6.03624 -0.60650 2.10675 0.00
H 5.40927 0.77046 3.03120 0.00
H 3.54875 -0.70964 1.80710 0.00
H 4.29995 -0.19732 0.33994 0.00
H 3.56897 1.58177 2.48464 0.00
C 0.18618 -5.45413 -0.99230 0.00
C -1.30896 -5.82003 -1.06252 0.00
O -1.48443 -7.13905 -1.50478 0.00
H 0.68239 -5.58051 -1.95454 0.00
H 0.70657 -6.10576 -0.29040 0.00
H 0.32703 -4.42207 -0.67122 0.00
H -1.82743 -5.15610 -1.75425 0.00
H -1.75092 -5.79694 -0.06640 0.00
H -1.17291 -7.20975 -2.41007 0.00
C -0.79906 2.33706 -5.44846 0.00
C -1.15412 2.27095 -3.96428 0.00
O -0.63718 3.42148 -3.28214 0.00
H -1.33659 1.56195 -5.99469 0.00
H 0.27332 2.21705 -5.60248 0.00
H -1.06579 3.30398 -5.87510 0.00
H -0.72129 1.38371 -3.50214 -0.01
H -2.23263 2.28303 -3.80694 0.00
H -1.21897 4.12630 -3.57599 0.00
C -3.70465 2.23892 -0.99607 0.00
C -5.13118 1.91583 -1.24230 0.00
O -5.33788 2.33424 -2.58344 0.00
H -3.52692 3.31084 -1.08263 0.00
H -3.06802 1.59991 -1.60801 0.00
H -3.42766 1.88419 -0.00332 0.00
H -5.70852 2.50865 -0.53282 0.00
H -5.39823 0.87062 -1.08637 0.00
H -4.86023 1.70509 -3.12897 0.00
C 3.96185 -3.23202 -1.07695 0.00
C 3.27071 -3.74143 0.15366 0.00
O 4.00773 -3.68737 1.36297 0.00
H 3.41774 -3.53948 -1.97000 0.00
H 5.01051 -3.51970 -1.15214 0.00
H 3.89910 -2.14518 -1.13120 0.00
H 3.01476 -4.79958 0.09966 0.00
H 2.34135 -3.18918 0.29293 0.00
H 3.58625 -4.20015 2.05651 0.00
C -0.09483 -2.71302 -3.71868 0.00
C -0.69674 -3.09246 -5.03321 0.00
O -1.12187 -4.43813 -5.00710 0.00
H -0.72251 -3.05863 -2.89729 0.00
H 0.06852 -1.63621 -3.67525 0.00
H 0.90467 -3.11313 -3.54831 0.00
H 0.03145 -2.97688 -5.83601 0.00
H -1.55112 -2.43710 -5.20245 0.00
H -2.01136 -4.45325 -5.36787 0.00
C -1.43226 2.62137 4.89324 0.00
C -1.85515 2.40439 6.39512 0.00
O -0.66451 2.39939 7.15804 0.00
H -0.77766 3.47541 4.71936 0.00
H -2.30089 2.74668 4.24680 0.00
H -0.84312 1.76599 4.56260 0.00
H -2.28911 1.41668 6.55070 0.00
H -2.50824 3.21201 6.72577 0.00
H -0.76084 1.80349 7.90451 0.00
C 4.08629 4.93512 0.00817 0.00
C 4.01628 3.57048 -0.70547 0.00
O 2.74012 2.97021 -0.49585 -0.02
H 3.88695 4.82810 1.07443 0.00
H 3.30957 5.61421 -0.34345 0.00
H 5.07554 5.33680 -0.21124 0.00
H 4.79115 2.89853 -0.33648 0.00
H 4.18430 3.67843 -1.77702 0.00
H 2.81845 2.49279 0.33332 0.00
C 1.29442 -1.25128 4.28916 0.00
C 0.57515 -1.05533 5.60864 0.00
O 1.23694 -1.80214 6.60012 0.00
H 0.76057 -0.69326 3.51993 0.00
H 1.32484 -2.28106 3.93319 0.00
H 2.28929 -0.80720 4.25540 0.00
H -0.46809 -1.34730 5.48820 0.00
H 0.52446 0.00928 5.83701 0.00
H 0.64525 -2.47310 6.94842 0.00
C -0.67175 -3.52670 2.29880 0.00
C -0.80911 -4.74453 3.25128 0.00
O -0.15588 -5.81886 2.66614 0.00
H -1.09556 -2.64250 2.77492 0.00
H -1.12029 -3.61518 1.30932 0.00
H 0.39153 -3.33412 2.15582 0.00
H -1.84056 -4.96438 3.52672 0.00
H -0.34857 -4.46375 4.19846 0.00
H -0.19211 -6.53950 3.29934 0.00
C -4.38602 -0.34581 2.57218 0.00
C -3.50457 -0.75500 3.73860 0.00
O -4.25749 -0.58424 4.94327 0.00
H -3.82377 -0.22295 1.64650 0.00
H -4.83997 0.63369 2.72255 0.00
H -5.12577 -1.10286 2.31194 0.00
H -2.60397 -0.14516 3.81022 0.00
H -3.16637 -1.78713 3.64675 0.00
H -4.44662 0.34791 5.07336 0.00
C -3.38551 -0.91397 -2.97424 0.00
C -4.03290 -0.44565 -4.28075 0.00
O -4.00783 0.96386 -4.34449 0.00
H -2.34369 -0.59971 -2.91142 0.00
H -3.38745 -2.00342 -3.00907 0.00
H -3.89633 -0.63391 -2.05298 0.00
H -5.03177 -0.84188 -4.46348 0.00
H -3.45298 -0.70607 -5.16618 0.00
H -4.16477 1.18861 -5.26453 0.00
```

Summary:
* 2S+1: 2
* HOMO energy (alpha / beta): -13.30 / -13.30 eV
* LUMO (alpha / beta): -7.51 / -10.17 eV
* charge: +2
* HOMO-LUMO gap (alpha / beta): 5.78 / 3.13 eV